Density functional theory data (ωB97M-V with the def2-TZVPD basis set) for a molecular structure, C2H3FLiOTm.

- 2S+1: 4
- Total charge: +3
- <S²>: 3.756

```
9
Properties=species:S:1:pos:R:3:mulliken_charge:R:1
O -0.99455 0.22356 0.64991 -0.692
C 0.33106 0.36379 0.37406 0.152
C 0.80844 -0.25926 -0.85817 -0.109
Li -1.44669 -1.47919 -0.12332 0.894
H 1.00769 0.56321 1.21213 0.420
F 0.31726 -1.61966 -0.92273 -0.231
H 0.61933 0.12523 -1.86655 0.403
Tm -2.26966 1.41891 2.06120 1.730
H 1.62712 0.66341 -0.52652 0.431
```

Density functional theory data (ωB97M-V with the def2-TZVPD basis set) for a molecular structure, C2H3FMnO.

- 2S+1: 7
- Total charge: +1
- ΔE to the lowest compared entry with this formula, charge and spin: 0.0 kJ/mol
- <S²>: 12.001

```
8
Properties=species:S:1:pos:R:3:mulliken_charge:R:1
H 0.73913 -0.52136 -1.36073 0.332
O -0.30616 0.48213 -0.51964 -0.296
C 0.48284 0.28390 0.68623 -0.274
C 0.40910 -0.83379 -0.24479 0.193
Mn -2.11191 1.28991 -0.83076 0.703
H -0.12187 0.21308 1.59432 0.253
H 1.40131 0.87528 0.71098 0.269
F -0.49244 -1.78915 -0.03561 -0.181
```

Density functional theory data (ωB97M-V with the def2-TZVPD basis set) for a gas-phase ion, C2H3FN3 (charge +1).

- Total charge: +1
- ΔE to the lowest compared entry with this formula, charge and spin: 339.2 kJ/mol

```
9
Properties=species:S:1:pos:R:3:mulliken_charge:R:1
C 0.81459 -1.13967 0.04624 0.162
C -0.36209 0.82887 0.00229 0.119
N -0.18931 -1.81225 -0.07057 -0.094
N 0.85117 0.24057 -0.02766 -0.080
N -1.47480 0.21653 0.04561 -0.096
F -2.71450 0.63684 -0.01929 -0.038
H 1.84321 -1.63966 0.25061 0.370
H -0.48889 1.97021 0.01829 0.385
H 1.72062 0.69855 -0.24552 0.272
```

Density functional theory data (ωB97M-V with the def2-TZVPD basis set) for C2H3FO2 in the gas phase.

- Total charge: 0
- ΔE to the lowest compared entry with this formula, charge and spin: 534.2 kJ/mol

```
8
Properties=species:S:1:pos:R:3:mulliken_charge:R:1
C 0.50161 -0.21519 0.23139 0.769
C -0.94104 -0.03903 0.02391 -0.793
O 1.44679 0.52331 0.76747 -0.235
O 1.76647 1.09185 -0.56620 -0.437
F 0.90679 -1.44011 -0.15479 -0.178
H -1.20054 -0.54374 -1.05047 0.277
H -1.06330 1.09548 -0.04318 0.273
H -1.41677 -0.47256 0.79187 0.324
```

Density functional theory data (ωB97M-V with the def2-TZVPD basis set) for C2H3FO2 in the gas phase.

- Total charge: 0
- SMILES string: O[C@@]1(F)CO1
- ΔE to the lowest compared entry with this formula, charge and spin: 161.7 kJ/mol

```
8
Properties=species:S:1:pos:R:3:mulliken_charge:R:1
O -1.02965 1.14967 -0.31477 -0.517
C -0.09800 0.08761 -0.39482 0.937
F 0.64748 0.42537 -1.46661 -0.272
C 0.47947 -0.57953 0.80557 -0.540
O -0.41075 -1.19821 -0.21381 -0.382
H -0.98364 1.81110 -0.99307 0.326
H 1.46706 -1.21300 0.83976 0.222
H -0.07197 -0.48301 1.73775 0.226
```

Density functional theory data (ωB97M-V with the def2-TZVPD basis set) for C2H3FO2S in the gas phase.

- Total charge: 0
- ΔE to the lowest compared entry with this formula, charge and spin: 450.1 kJ/mol

```
9
Properties=species:S:1:pos:R:3:mulliken_charge:R:1
C -0.12993 -0.72586 0.64426 -0.557
C -1.01015 1.18882 -0.72000 -0.119
O -2.02189 -1.24950 -1.00218 -0.573
O -2.63832 -0.03918 1.00193 -0.602
F -0.96541 2.31082 -0.05984 -0.170
S -1.63078 -0.30637 0.01358 1.025
H 0.79589 -0.82716 0.06926 0.349
H 0.11390 -0.67783 1.82881 0.273
H -0.17849 1.04071 -1.42460 0.374
```

Number 1: DFT total energy -36584.136 eV. Number 2: DFT total energy -38196.284 eV. Number 3: DFT total energy -9296.279 eV. Number 4: DFT total energy -8929.459 eV. Number 5: DFT total energy -8933.320 eV. Number 6: DFT total energy -19765.280 eV.